[1]
{"formula": "C3H6N2S3", "method": "ωB97M-V/def2-TZVPD", "elements": ["C", "S", "C", "N", "S", "C", "N", "S", "H", "H", "H", "H", "H", "H"], "positions_angstrom": [[-2.48, -0.61, 0.72], [-0.68, -0.53, 0.83], [-0.33, -0.58, -0.86], [0.86, -0.60, -1.44], [2.31, -0.90, -0.56], [2.24, 0.30, 0.74], [1.98, 1.57, 0.71], [1.58, 2.44, -0.70], [-2.85, -1.55, 0.28], [-2.89, 0.20, 0.09], [-2.90, -0.56, 1.73], [-1.17, -0.60, -1.56], [2.70, -0.08, 1.66], [1.64, 1.50, -1.63]], "lowdin_charge": [-0.404, 0.879, -0.593, -0.423, 0.837, -0.672, -0.438, 0.718, 0.042, 0.051, 0.039, 0.087, 0.064, -0.187], "charge": 0, "relative_energy_kcal_mol": 55.6, "e_lumo_ev": 0.4, "homo_lumo_gap_ha": 0.3307, "max_force_ev_per_a": 3.307, "homo_ev": -8.6}

---

[2]
{"formula": "C3H6N2SSi", "method": "ωB97M-V/def2-TZVPD", "elements": ["C", "S", "C", "Si", "N", "C", "N", "H", "H", "H", "H", "H", "H"], "positions_angstrom": [[1.83, 1.50, 0.53], [0.09, 1.58, 0.24], [-0.62, -0.35, -0.36], [-2.44, -0.34, -0.19], [0.07, -1.33, -0.61], [1.27, -1.77, -0.58], [2.24, -2.42, -0.62], [2.34, 1.15, -0.28], [1.96, 0.90, 1.38], [2.17, 2.56, 0.59], [-2.80, -1.31, 0.98], [-2.99, 1.10, 0.09], [-3.13, -1.28, -1.17]], "lowdin_charge": [-0.473, 0.692, -0.571, 0.606, 0.025, -0.344, 0.157, -0.008, 0.018, 0.055, -0.050, -0.042, -0.065], "charge": 0, "relative_energy_kcal_mol": 14.3, "e_lumo_ev": -0.9, "homo_lumo_gap_ha": 0.3124, "max_force_ev_per_a": 4.371, "homo_ev": -9.4}

---

Question: What is the formula in the first record?
Answer: C3H6N2S3

---

Question: What is the formula in the second record?
Answer: C3H6N2SSi

---

Repeat the second record exactly.
{"formula": "C3H6N2SSi", "method": "ωB97M-V/def2-TZVPD", "elements": ["C", "S", "C", "Si", "N", "C", "N", "H", "H", "H", "H", "H", "H"], "positions_angstrom": [[1.83, 1.50, 0.53], [0.09, 1.58, 0.24], [-0.62, -0.35, -0.36], [-2.44, -0.34, -0.19], [0.07, -1.33, -0.61], [1.27, -1.77, -0.58], [2.24, -2.42, -0.62], [2.34, 1.15, -0.28], [1.96, 0.90, 1.38], [2.17, 2.56, 0.59], [-2.80, -1.31, 0.98], [-2.99, 1.10, 0.09], [-3.13, -1.28, -1.17]], "lowdin_charge": [-0.473, 0.692, -0.571, 0.606, 0.025, -0.344, 0.157, -0.008, 0.018, 0.055, -0.050, -0.042, -0.065], "charge": 0, "relative_energy_kcal_mol": 14.3, "e_lumo_ev": -0.9, "homo_lumo_gap_ha": 0.3124, "max_force_ev_per_a": 4.371, "homo_ev": -9.4}

---

Question: Which value of charge does entry 1 give?
Answer: 0